# 1
# C30H33EuN12O2S

A structure of composition C30H33EuN12O2S (ωB97M-V with the def2-TZVPD basis set, the OMol25 dataset).

```
79
C30H33EuN12O2S | the OMol25 dataset | ωB97M-V with the def2-TZVPD basis set
Eu -0.314 -0.996 -0.615
C 7.616 -4.072 0.094
C 6.241 -3.340 0.076
C 6.136 -2.211 0.877
C 4.998 -1.533 1.179
C 3.898 -1.908 0.489
C 3.847 -3.008 -0.385
C 5.038 -3.744 -0.599
S 2.506 -0.917 0.638
O 2.884 0.097 1.605
O 1.289 -1.716 1.015
N 2.117 -0.390 -0.785
C 2.071 0.876 -1.234
C 3.034 1.929 -1.013
C 2.759 3.140 -1.549
C 1.504 3.380 -2.109
C 0.645 2.302 -2.302
N 0.887 1.099 -1.879
H 8.399 -3.313 0.177
H 7.721 -4.618 -0.836
H 7.651 -4.772 0.930
H 7.077 -1.794 1.238
H 4.953 -0.666 1.889
H 2.909 -3.183 -0.941
H 5.107 -4.595 -1.280
H 4.018 1.712 -0.643
H 3.441 4.001 -1.506
H 1.185 4.343 -2.440
H -0.358 2.553 -2.611
N -1.664 -1.746 1.727
C -2.347 -3.007 1.540
C -1.474 -3.923 0.710
N -1.337 -3.286 -0.624
H -0.912 -1.873 2.433
H -2.243 -1.014 2.138
H -3.254 -2.834 0.934
H -2.670 -3.463 2.538
H -1.929 -4.924 0.664
H -0.446 -3.940 1.184
H -2.226 -2.957 -1.031
H -0.905 -3.865 -1.351
N -10.428 0.524 -2.338
C -9.380 0.343 -1.947
C -8.010 0.182 -1.517
C -7.366 1.084 -0.639
C -6.000 0.966 -0.411
C -5.217 -0.051 -0.978
C -5.878 -0.972 -1.781
C -7.248 -0.871 -2.053
C -3.850 -0.151 -0.797
C -2.622 -0.202 -0.802
H -8.011 1.761 -0.114
H -5.491 1.621 0.237
H -5.344 -1.839 -2.137
H -7.684 -1.577 -2.711
C -0.450 5.095 0.631
C -0.375 5.077 2.139
C -1.758 4.840 2.680
C 0.723 4.110 2.642
N 0.359 2.704 2.241
C 0.423 2.184 1.031
N -0.049 0.974 1.101
N -0.378 0.775 2.399
N -0.058 1.756 3.110
H -1.087 5.974 0.393
H -0.807 4.168 0.228
H 0.522 5.244 0.140
H -0.047 6.034 2.533
H -2.174 3.905 2.269
H -2.398 5.699 2.371
H -1.824 4.781 3.828
H 0.761 4.122 3.716
H 1.708 4.368 2.222
H 0.707 2.696 0.159
N 0.291 -2.338 -2.600
C 1.295 -2.752 -3.078
N 2.396 -2.997 -3.678
C 3.110 -4.068 -3.494
N 3.785 -4.992 -3.334
```

## Properties
Kohn-Sham gap (alpha / beta) ... 7.710 / 8.551 eV
Multiplicity ... 7
Lowest unoccupied orbital energy (alpha / beta) ... -0.74 / 0.09 eV
E_tot ... -83783.745 eV

=====

# 2
# C8H13N

A cluster of 2 separate species, C8H13N in total (ωB97M-V with the def2-TZVPD basis set, the OMol25 dataset).

```
22
C8H13N | the OMol25 dataset | ωB97M-V with the def2-TZVPD basis set
H -2.150 -0.487 0.342
N -1.976 0.298 0.970
C -0.939 0.968 0.673
C -0.587 2.120 1.571
C -0.011 0.654 -0.450
C -0.516 0.152 -1.605
C 1.389 1.200 -0.417
H -0.511 3.041 0.998
H 0.369 1.948 2.063
H -1.349 2.220 2.337
H -1.585 0.077 -1.747
H 0.041 0.245 -2.528
H 1.922 0.849 0.468
H 1.949 0.881 -1.297
H 1.389 2.292 -0.394
C 0.736 -1.567 1.257
C 0.535 -2.353 0.358
C 0.165 -2.806 -0.940
H 0.968 -1.133 2.189
H -0.123 -1.805 -1.499
H -0.701 -3.465 -0.910
H 0.986 -3.327 -1.439
```

## Properties
Kohn-Sham gap ... 9.994 eV
Lowest unoccupied orbital energy ... 0.77 eV
E_tot ... -9993.564 eV
SMILES string ... [H]/N=C(/C)C(=C)C.C#CC
Energy above the lowest of the compared OMol25 structures with the same formula, charge and spin ... 75.6 kcal/mol

=====

# 3
# C36H44Cl12N4O8

A cluster of 10 separate species, C36H44Cl12N4O8 in total (ωB97M-V with the def2-TZVPD basis set, the OMol25 dataset).

```
104
C36H44Cl12N4O8 | the OMol25 dataset | ωB97M-V with the def2-TZVPD basis set
O 2.383 -0.069 2.470
N 1.818 -0.646 1.548
O 2.023 -1.830 1.336
C 0.977 0.109 0.615
C 0.539 -0.477 -0.566
C -0.118 0.321 -1.491
C -0.280 1.661 -1.174
C 0.171 2.269 -0.016
C 0.784 1.451 0.904
H 0.638 -1.527 -0.811
H -0.631 0.003 -2.386
H -0.723 2.196 -2.006
H 0.030 3.321 0.185
H 1.303 1.791 1.791
O -2.749 3.658 -0.337
N -3.326 3.738 -1.401
O -2.947 3.177 -2.403
C -4.625 4.469 -1.384
C -5.209 4.771 -2.604
C -6.335 5.560 -2.646
C -6.918 5.922 -1.447
C -6.452 5.459 -0.221
C -5.236 4.777 -0.167
H -4.723 4.430 -3.510
H -6.793 5.760 -3.604
H -7.877 6.426 -1.456
H -7.037 5.554 0.682
H -4.798 4.401 0.745
O 2.984 -9.847 -1.286
N 2.857 -9.361 -0.172
O 2.632 -10.006 0.816
C 3.023 -7.906 -0.118
C 3.177 -7.162 -1.288
C 3.287 -5.790 -1.258
C 3.199 -5.152 -0.020
C 3.044 -5.869 1.180
C 3.028 -7.264 1.121
H 3.064 -7.690 -2.226
H 3.326 -5.180 -2.149
H 3.018 -4.102 0.180
H 3.015 -5.251 2.065
H 3.022 -7.923 1.981
O -1.204 -7.615 -2.583
N -0.849 -7.265 -1.457
O -0.408 -8.074 -0.666
C -1.056 -5.872 -1.107
C -2.038 -5.095 -1.686
C -2.281 -3.795 -1.201
C -1.558 -3.330 -0.118
C -0.526 -4.106 0.398
C -0.331 -5.408 -0.001
H -2.647 -5.420 -2.518
H -2.889 -3.104 -1.768
H -1.737 -2.306 0.183
H -0.066 -3.749 1.313
H 0.449 -6.036 0.405
Cl -3.295 1.728 -6.170
C -2.081 0.718 -5.293
C -0.787 0.825 -6.041
Cl 0.369 -0.413 -5.431
H -2.464 -0.296 -5.385
H -2.112 1.016 -4.248
H -0.310 1.796 -5.978
H -0.932 0.515 -7.072
Cl -0.732 4.415 -5.687
C 0.453 5.360 -4.706
C 0.154 4.973 -3.233
Cl -1.263 5.871 -2.691
H 0.076 6.367 -4.838
H 1.423 5.055 -5.079
H 0.987 5.120 -2.546
H -0.012 3.899 -3.177
Cl -4.021 -0.637 0.051
C -3.992 -0.155 1.764
C -2.600 0.351 2.157
Cl -1.434 -0.876 2.716
H -4.373 -1.027 2.288
H -4.726 0.639 1.884
H -2.655 1.058 2.982
H -2.074 0.773 1.304
Cl 0.099 0.973 5.824
C 1.550 -0.061 5.852
C 1.275 -1.317 6.675
Cl -0.029 -2.188 5.978
H 2.337 0.561 6.275
H 1.814 -0.319 4.829
H 0.963 -1.018 7.679
H 2.162 -1.924 6.852
Cl 3.278 3.769 6.746
C 3.400 4.392 5.098
C 2.505 3.650 4.106
Cl 2.917 4.187 2.446
H 4.419 4.155 4.792
H 3.326 5.473 5.152
H 1.437 3.742 4.272
H 2.802 2.604 4.076
Cl 5.589 2.588 -1.154
C 4.856 2.105 0.395
C 5.582 2.706 1.588
Cl 7.340 2.392 1.491
H 4.880 1.020 0.334
H 3.818 2.431 0.362
H 5.122 2.225 2.450
H 5.535 3.786 1.643
```

## Properties
Kohn-Sham gap ... 8.814 eV
Lowest unoccupied orbital energy ... -0.98 eV
E_tot ... -210644.720 eV
SMILES string ... O=[N+]([O-])c1ccccc1.O=[N+]([O-])c1ccccc1.O=[N+]([O-])c1ccccc1.O=[N+]([O-])c1ccccc1.ClCCCl.ClCCCl.ClCCCl.ClCCCl.ClCCCl.ClCCCl
Energy above the lowest of the compared OMol25 structures with the same formula, charge and spin ... 33.1 kcal/mol

=====

Record order is preserved below.
Molecular weight: 777.7, 123.2, 1086.2 g/mol